Arrangement a

16 unconnected molecules or ions with the total composition C61H163N23O25, computed with ωB97M-V/def2-TZVPD.

CARTESIAN COORDINATES (ANGSTROEM)
C: -0.76 1.01 -3.78
O: -0.17 0.16 -3.16
N: -1.03 0.94 -5.12
N: -1.24 2.20 -3.18
H: -0.94 -0.06 -5.57
H: -1.89 1.31 -5.41
H: -0.92 2.35 -2.25
H: -1.71 2.93 -3.65
C: -1.55 -4.18 1.28
O: -1.50 -4.57 2.46
N: -2.38 -3.20 0.87
N: -0.66 -4.76 0.28
H: -2.25 -2.99 -0.13
H: -3.07 -2.80 1.52
H: -0.25 -5.58 0.72
H: 0.05 -4.00 0.07
C: 4.40 -2.29 -0.77
O: 5.61 -2.46 -1.05
N: 3.60 -1.58 -1.66
N: 3.83 -2.50 0.44
H: 2.59 -1.64 -1.62
H: 3.94 -1.43 -2.58
H: 4.19 -3.16 1.11
H: 2.83 -2.45 0.43
C: 0.41 -1.50 0.52
O: 0.86 -2.18 -0.43
N: 0.34 -1.92 1.79
N: -0.14 -0.24 0.40
H: 0.15 -1.32 2.55
H: 0.80 -2.81 2.00
H: -0.26 0.35 1.22
H: 0.09 0.26 -0.42
C: 1.66 2.60 -1.13
O: 0.46 2.82 -1.13
N: 2.19 1.39 -1.53
N: 2.62 3.49 -0.68
H: 3.03 1.04 -1.08
H: 1.54 0.78 -1.97
H: 2.47 4.49 -0.79
H: 3.62 3.13 -0.93
C: -0.76 -3.89 -3.51
O: -0.93 -3.85 -4.72
N: -0.53 -2.71 -2.80
N: -0.82 -5.06 -2.81
H: -0.53 -1.78 -3.23
H: -0.15 -2.73 -1.89
H: -0.80 -5.91 -3.36
H: -0.74 -5.09 -1.79
C: 2.41 -5.11 2.50
O: 2.52 -3.88 2.48
N: 3.45 -5.97 2.24
N: 1.21 -5.80 2.80
H: 4.40 -5.59 2.18
H: 3.37 -6.91 2.10
H: 0.32 -5.35 2.79
H: 1.13 -6.76 2.55
C: 1.88 7.05 0.65
O: 1.54 6.42 -0.55
C: 0.58 7.13 -1.24
C: 0.43 6.60 -2.69
N: 1.68 6.77 -3.40
C: 1.52 6.30 -4.78
C: 1.34 4.84 -4.93
O: 2.47 4.23 -4.35
C: 2.68 2.91 -4.90
H: 2.10 6.34 1.43
H: 1.00 7.60 0.97
H: 2.73 7.73 0.52
H: 0.90 8.19 -1.25
H: -0.37 6.97 -0.70
H: -0.29 7.26 -3.16
H: 0.12 5.55 -2.63
H: 2.50 6.23 -3.10
H: 2.38 6.55 -5.46
H: 0.61 6.87 -5.12
H: 1.28 4.56 -6.02
H: 0.36 4.36 -4.53
H: 1.84 2.22 -4.76
H: 3.63 2.65 -4.53
H: 2.78 3.10 -6.02
C: -3.36 -0.59 -2.23
O: -4.69 -0.78 -1.90
C: -5.60 -1.02 -2.96
C: -6.99 -1.10 -2.51
N: -7.45 0.22 -2.04
C: -8.69 0.30 -1.37
C: -9.04 1.71 -1.16
O: -8.12 2.14 -0.15
C: -8.17 3.41 0.26
H: -3.14 0.41 -2.70
H: -2.99 -1.35 -2.89
H: -2.73 -0.55 -1.31
H: -5.22 -1.94 -3.44
H: -5.52 -0.19 -3.69
H: -7.17 -1.94 -1.86
H: -7.59 -1.31 -3.37
H: -6.73 0.70 -1.50
H: -8.69 -0.18 -0.32
H: -9.47 -0.23 -2.03
H: -10.10 1.80 -0.77
H: -8.91 2.35 -2.03
H: -7.53 3.61 1.16
H: -9.24 3.64 0.54
H: -7.92 4.12 -0.49
C: -4.77 2.92 1.36
O: -3.76 2.04 0.86
C: -2.65 2.73 0.24
C: -1.70 3.26 1.32
N: -1.29 2.26 2.29
C: -0.46 2.82 3.36
C: 1.00 2.42 3.14
O: 1.24 1.07 3.49
C: 2.53 0.79 2.90
H: -4.83 3.84 0.76
H: -4.59 3.28 2.37
H: -5.71 2.40 1.36
H: -3.04 3.61 -0.31
H: -2.27 1.97 -0.47
H: -2.17 4.14 1.87
H: -0.79 3.65 0.72
H: -2.07 1.74 2.72
H: -0.93 2.43 4.38
H: -0.45 3.91 3.37
H: 1.58 3.10 3.82
H: 1.19 2.56 2.09
H: 2.82 -0.26 3.14
H: 3.20 1.57 3.20
H: 2.27 0.89 1.87
C: -5.81 2.03 4.61
O: -5.01 2.94 5.36
C: -3.64 2.77 5.14
C: -2.87 4.03 5.58
N: -3.06 4.28 6.96
C: -2.30 3.63 8.03
C: -2.60 4.39 9.28
O: -3.95 4.20 9.59
C: -4.47 5.06 10.64
H: -5.36 1.78 3.61
H: -6.76 2.56 4.51
H: -6.03 1.12 5.18
H: -3.40 2.60 4.07
H: -3.32 1.81 5.65
H: -3.32 4.89 5.01
H: -1.87 3.76 5.29
H: -3.97 4.20 7.23
H: -1.22 3.55 7.67
H: -2.78 2.62 8.22
H: -2.32 5.44 9.06
H: -1.94 4.08 10.12
H: -4.71 6.00 10.16
H: -3.73 5.22 11.42
H: -5.42 4.65 11.03
C: 6.56 1.23 -1.68
O: 5.67 2.09 -0.95
C: 5.48 1.73 0.38
C: 6.46 2.34 1.31
N: 6.15 3.76 1.63
C: 4.80 3.86 2.27
C: 4.69 5.38 2.62
O: 3.34 5.51 3.09
C: 2.99 6.81 3.62
H: 6.61 1.64 -2.65
H: 6.26 0.15 -1.66
H: 7.59 1.33 -1.32
H: 5.48 0.61 0.45
H: 4.46 1.94 0.73
H: 7.52 2.19 1.03
H: 6.26 1.72 2.19
H: 6.02 4.13 0.69
H: 4.74 3.25 3.21
H: 4.02 3.52 1.57
H: 4.74 6.05 1.70
H: 5.37 5.67 3.47
H: 3.46 7.61 3.08
H: 3.18 6.80 4.64
H: 1.94 7.02 3.43
C: 1.78 -1.84 -5.62
O: 2.96 -1.80 -4.80
C: 3.57 -3.12 -4.52
C: 3.01 -4.14 -3.50
N: 4.07 -4.89 -2.92
C: 4.80 -5.70 -3.85
C: 5.59 -6.73 -3.05
O: 6.65 -7.30 -3.87
C: 7.36 -8.28 -3.19
H: 1.56 -0.82 -5.95
H: 0.95 -2.28 -5.05
H: 2.02 -2.50 -6.50
H: 4.58 -2.93 -4.20
H: 3.60 -3.64 -5.55
H: 2.35 -4.75 -4.06
H: 2.45 -3.74 -2.66
H: 4.77 -4.26 -2.42
H: 5.53 -5.10 -4.43
H: 4.10 -6.24 -4.53
H: 4.90 -7.53 -2.80
H: 6.01 -6.32 -2.15
H: 8.22 -7.74 -2.75
H: 7.63 -8.99 -3.96
H: 6.87 -8.74 -2.34
C: -2.40 -2.06 6.40
O: -3.20 -1.56 5.29
C: -2.30 -1.17 4.20
C: -3.23 -0.65 3.06
N: -4.13 -1.75 2.66
C: -5.27 -1.35 1.85
C: -6.14 -2.61 1.77
O: -7.40 -2.28 1.03
C: -8.09 -3.39 0.74
H: -1.40 -1.66 6.34
H: -2.42 -3.19 6.31
H: -2.76 -1.67 7.39
H: -1.75 -2.12 3.93
H: -1.64 -0.36 4.54
H: -2.64 -0.35 2.21
H: -3.75 0.25 3.43
H: -4.49 -2.19 3.53
H: -5.04 -1.11 0.91
H: -5.95 -0.60 2.32
H: -6.41 -2.84 2.81
H: -5.62 -3.44 1.24
H: -8.61 -3.77 1.63
H: -7.55 -4.28 0.28
H: -8.84 -3.22 -0.01
C: 6.37 -5.57 0.49
O: 6.15 -5.55 1.87
C: 7.11 -4.76 2.60
C: 6.64 -3.37 2.91
N: 5.60 -3.36 3.87
C: 5.88 -2.95 5.25
C: 4.57 -2.85 6.01
O: 3.78 -1.69 5.71
C: 2.72 -1.48 6.58
H: 7.15 -6.31 0.36
H: 6.60 -4.56 0.00
H: 5.46 -5.99 -0.08
H: 8.05 -4.74 2.05
H: 7.35 -5.34 3.50
H: 6.52 -2.75 1.98
H: 7.51 -2.86 3.31
H: 4.73 -2.93 3.64
H: 6.52 -1.99 5.28
H: 6.40 -3.79 5.74
H: 4.85 -2.77 7.05
H: 3.99 -3.75 5.79
H: 1.79 -1.91 6.16
H: 2.72 -0.36 6.72
H: 3.06 -1.98 7.53
C: -5.31 -2.43 -7.99
O: -3.88 -2.54 -8.15
C: -3.33 -3.04 -6.90
C: -2.70 -1.89 -6.12
N: -1.29 -1.64 -6.47
C: -1.00 -1.62 -7.93
C: -0.67 -0.26 -8.53
O: 0.55 0.32 -8.02
C: 0.79 1.70 -8.44
H: -5.59 -1.92 -7.02
H: -5.78 -3.46 -7.92
H: -5.74 -1.99 -8.86
H: -2.57 -3.70 -7.17
H: -4.15 -3.54 -6.40
H: -2.63 -2.25 -5.11
H: -3.29 -1.02 -6.24
H: -0.77 -2.37 -6.01
H: -1.88 -1.94 -8.44
H: -0.08 -2.22 -8.10
H: -1.46 0.49 -8.35
H: -0.58 -0.40 -9.63
H: 1.66 1.98 -7.84
H: -0.07 2.27 -8.32
H: 0.91 1.78 -9.59

Output
* LUMO level: 0.5 eV
* charge: 0

Atom charges from the Löwdin analysis, given in e for atoms 1 to 4:
1. C -0.65
2. O 0.01
3. N 0.16
4. N 0.17


Arrangement b

16 unconnected molecules or ions with the total composition C61H163N23O25, computed with ωB97M-V/def2-TZVPD.

CARTESIAN COORDINATES (ANGSTROEM)
C: 3.93 2.84 5.47
O: 4.67 1.85 5.41
N: 3.91 3.79 4.57
N: 2.99 3.02 6.48
H: 4.55 3.89 3.81
H: 3.41 4.61 4.84
H: 3.00 2.08 6.88
H: 2.11 3.45 6.26
C: 0.65 -4.85 -0.04
O: 1.85 -4.93 -0.25
N: -0.04 -3.69 0.08
N: -0.05 -5.97 0.02
H: -0.79 -3.77 0.72
H: 0.41 -2.75 -0.04
H: -1.00 -5.90 0.41
H: 0.51 -6.73 0.36
C: 6.73 0.65 -1.19
O: 7.39 1.50 -1.70
N: 6.77 0.50 0.20
N: 5.91 -0.11 -1.89
H: 6.56 -0.42 0.60
H: 7.71 0.74 0.41
H: 5.85 0.01 -2.92
H: 5.62 -0.95 -1.45
C: 5.55 -2.85 1.01
O: 6.50 -2.22 1.45
N: 4.58 -3.27 1.81
N: 5.45 -3.10 -0.35
H: 3.99 -4.00 1.51
H: 4.88 -3.39 2.78
H: 6.29 -3.10 -0.87
H: 4.68 -3.67 -0.67
C: 4.16 5.50 1.38
O: 4.82 5.40 2.42
N: 4.63 6.09 0.23
N: 2.83 5.19 1.32
H: 4.34 5.65 -0.64
H: 5.62 6.27 0.28
H: 2.28 4.68 2.04
H: 2.28 5.48 0.53
C: 5.31 -1.59 4.71
O: 5.40 -2.85 4.65
N: 6.24 -0.80 4.13
N: 4.41 -0.98 5.46
H: 6.84 -1.31 3.50
H: 6.02 0.20 3.98
H: 4.51 0.00 5.64
H: 4.00 -1.58 6.11
C: 3.66 -4.04 -3.19
O: 4.57 -3.56 -3.86
N: 3.75 -5.21 -2.35
N: 2.53 -3.31 -2.90
H: 3.01 -5.39 -1.71
H: 4.59 -5.77 -2.52
H: 1.95 -3.77 -2.23
H: 2.49 -2.28 -3.04
C: -9.53 -2.07 -3.64
O: -8.72 -0.89 -3.31
C: -8.82 0.04 -4.34
C: -7.86 1.15 -3.88
N: -6.51 0.58 -3.89
C: -5.42 1.40 -3.55
C: -4.98 2.53 -4.51
O: -4.48 1.92 -5.75
C: -5.55 1.43 -6.68
H: -9.38 -2.75 -2.79
H: -9.02 -2.47 -4.52
H: -10.59 -1.82 -3.77
H: -9.80 0.47 -4.43
H: -8.59 -0.30 -5.35
H: -8.14 1.44 -2.86
H: -7.82 1.97 -4.56
H: -6.41 -0.24 -3.38
H: -4.53 0.76 -3.55
H: -5.54 1.75 -2.51
H: -4.26 3.21 -3.98
H: -5.88 3.09 -4.83
H: -6.12 0.67 -6.17
H: -5.01 0.95 -7.47
H: -6.23 2.20 -7.05
C: -4.56 5.69 -9.27
O: -3.28 5.76 -8.60
C: -3.36 5.06 -7.28
C: -2.04 4.73 -6.75
N: -2.18 4.00 -5.53
C: -0.88 3.74 -4.97
C: 0.18 3.07 -5.79
O: -0.19 1.87 -6.46
C: -0.60 0.82 -5.62
H: -4.88 4.64 -9.34
H: -4.48 6.07 -10.26
H: -5.35 6.32 -8.76
H: -4.00 4.16 -7.43
H: -3.90 5.66 -6.58
H: -1.47 5.65 -6.58
H: -1.53 4.21 -7.51
H: -2.55 3.13 -5.90
H: -1.10 3.22 -4.04
H: -0.48 4.65 -4.57
H: 1.02 2.91 -5.07
H: 0.60 3.76 -6.55
H: -1.56 1.02 -5.13
H: 0.12 0.47 -4.89
H: -0.84 -0.04 -6.25
C: 8.82 1.95 -4.82
O: 7.98 0.93 -5.31
C: 8.23 -0.39 -4.93
C: 6.96 -1.17 -5.40
N: 5.67 -0.67 -4.86
C: 4.73 0.16 -5.66
C: 3.36 0.29 -4.94
O: 2.67 -0.93 -4.88
C: 2.16 -1.31 -6.16
H: 9.88 1.63 -4.81
H: 8.49 2.29 -3.82
H: 8.76 2.78 -5.55
H: 8.54 -0.48 -3.90
H: 9.04 -0.74 -5.56
H: 7.04 -2.25 -5.19
H: 6.90 -0.99 -6.48
H: 5.15 -1.55 -4.66
H: 4.57 -0.28 -6.71
H: 5.16 1.15 -5.69
H: 2.72 0.98 -5.45
H: 3.49 0.60 -3.87
H: 2.90 -1.79 -6.80
H: 1.73 -0.43 -6.62
H: 1.39 -2.05 -5.98
C: -5.65 -1.15 -1.01
O: -6.12 -1.44 0.26
C: -5.43 -2.52 0.89
C: -6.04 -2.70 2.29
N: -7.50 -2.86 2.27
C: -7.79 -4.32 2.34
C: -9.26 -4.61 2.30
O: -9.77 -4.17 1.01
C: -10.95 -3.47 1.11
H: -4.53 -0.99 -1.09
H: -6.11 -0.21 -1.16
H: -5.94 -1.90 -1.77
H: -4.36 -2.24 0.83
H: -5.65 -3.48 0.33
H: -5.85 -1.74 2.75
H: -5.60 -3.58 2.77
H: -7.94 -2.46 1.48
H: -7.40 -4.68 3.25
H: -7.28 -4.76 1.47
H: -9.73 -4.15 3.18
H: -9.46 -5.66 2.41
H: -11.82 -3.85 1.68
H: -11.35 -3.24 0.15
H: -10.75 -2.50 1.59
C: -4.62 -3.71 5.70
O: -3.85 -4.32 4.66
C: -2.47 -4.00 4.58
C: -2.25 -2.92 3.53
N: -2.72 -1.65 4.01
C: -2.87 -0.58 3.09
C: -3.54 0.59 3.75
O: -3.48 1.70 2.87
C: -4.69 1.96 2.20
H: -4.99 -2.70 5.47
H: -3.94 -3.65 6.58
H: -5.46 -4.41 5.98
H: -1.97 -4.96 4.32
H: -2.06 -3.78 5.55
H: -2.85 -3.17 2.62
H: -1.17 -2.90 3.32
H: -2.07 -1.25 4.73
H: -3.60 -0.77 2.30
H: -1.94 -0.32 2.55
H: -2.99 0.77 4.69
H: -4.57 0.37 4.08
H: -4.66 2.94 1.74
H: -5.55 1.97 2.88
H: -4.86 1.18 1.47
C: -0.03 3.26 2.31
O: 0.32 3.43 3.70
C: -0.28 2.47 4.51
C: -0.20 3.04 5.93
N: 0.23 2.00 6.83
C: -0.74 0.95 7.10
C: -2.07 1.35 7.67
O: -2.77 2.06 6.70
C: -4.08 2.44 7.08
H: -1.14 3.31 2.31
H: 0.18 2.28 1.90
H: 0.40 4.01 1.69
H: 0.29 1.52 4.46
H: -1.28 2.26 4.17
H: -1.12 3.51 6.23
H: 0.47 3.85 5.88
H: 0.61 2.32 7.70
H: -0.29 0.32 7.85
H: -0.92 0.49 6.15
H: -2.05 1.95 8.58
H: -2.69 0.45 7.81
H: -4.64 1.55 7.44
H: -4.68 2.80 6.24
H: -4.14 3.17 7.99
C: 1.63 -3.00 3.80
O: 1.27 -4.25 4.28
C: 1.66 -5.24 3.27
C: 2.69 -6.15 3.88
N: 3.88 -5.49 4.17
C: 4.79 -6.34 4.94
C: 5.85 -5.58 5.70
O: 5.55 -5.37 7.05
C: 4.52 -4.43 7.30
H: 1.11 -2.29 4.43
H: 1.36 -3.03 2.73
H: 2.71 -2.78 3.76
H: 2.14 -4.87 2.41
H: 0.82 -5.88 2.94
H: 2.89 -6.95 3.15
H: 2.24 -6.65 4.80
H: 3.63 -4.65 4.69
H: 5.23 -7.11 4.27
H: 4.28 -6.99 5.75
H: 6.09 -4.61 5.25
H: 6.73 -6.23 5.64
H: 4.26 -4.41 8.34
H: 3.61 -4.65 6.71
H: 4.80 -3.34 7.17
C: 5.48 3.13 -3.48
O: 4.26 3.37 -4.22
C: 3.53 4.46 -3.69
C: 2.87 4.25 -2.35
N: 1.84 3.23 -2.38
C: 1.12 3.05 -1.10
C: -0.12 3.99 -0.98
O: 0.18 5.27 -0.33
C: -0.91 6.14 -0.30
H: 5.21 2.52 -2.59
H: 5.99 4.05 -3.14
H: 6.08 2.62 -4.21
H: 2.75 4.81 -4.46
H: 4.22 5.38 -3.54
H: 2.32 5.20 -2.17
H: 3.62 4.06 -1.55
H: 2.24 2.35 -2.67
H: 1.73 3.03 -0.18
H: 0.60 2.08 -1.04
H: -0.83 3.50 -0.28
H: -0.55 4.10 -1.96
H: -1.21 6.59 -1.28
H: -0.60 6.98 0.34
H: -1.80 5.67 0.10
C: 3.21 1.18 2.38
O: 2.39 0.57 1.39
C: 2.93 -0.61 0.83
C: 2.34 -0.80 -0.53
N: 0.89 -0.94 -0.63
C: 0.32 -0.56 -1.86
C: -1.17 -0.21 -1.66
O: -1.19 0.75 -0.61
C: -2.47 1.33 -0.44
H: 3.04 0.67 3.34
H: 2.82 2.18 2.49
H: 4.31 1.17 2.17
H: 2.57 -1.44 1.50
H: 4.03 -0.61 0.79
H: 2.85 -1.71 -0.95
H: 2.74 0.09 -1.11
H: 0.53 -0.24 0.07
H: 0.30 -1.33 -2.67
H: 0.89 0.30 -2.35
H: -1.73 -1.12 -1.43
H: -1.52 0.32 -2.56
H: -3.09 0.71 0.22
H: -3.06 1.40 -1.36
H: -2.26 2.28 0.02

Output
* LUMO level: 0.1 eV
* charge: 0

Atom charges from the Löwdin analysis, given in e for atoms 1 to 4:
1. C -0.65
2. O -0.01
3. N 0.20
4. N 0.16


Among the structures above, stability is smallest for arrangement a.